Record 1
A molecular structure, C21H19BBrN11O2V in a non-equilibrium geometry. Source: the Open Molecules 2025 dataset; level of theory: wB97M-V/def2-TZVPD.

CARTESIAN COORDINATES (ANGSTROEM)
Br (2.904, 4.367, 0.310)
H (3.904, 3.880, -4.563)
O (0.253, 0.622, -1.649)
H (4.185, 4.930, -2.292)
C (0.010, -4.114, -1.456)
H (-0.559, 2.235, 0.830)
C (1.744, 0.387, 1.776)
H (2.295, -0.534, 1.718)
H (2.198, -1.694, -1.395)
N (1.870, 2.628, -1.533)
C (-2.845, 0.435, -1.831)
V (-0.429, -0.254, -0.391)
H (-4.365, -6.326, -2.790)
N (-2.020, -2.438, 0.834)
O (0.255, 0.518, -3.842)
N (-1.329, -1.319, 1.139)
H (-4.699, -2.238, -1.952)
C (1.372, -2.388, -1.360)
N (-3.592, -4.825, 0.012)
H (2.252, 2.012, -4.802)
H (-2.264, -2.475, 4.059)
H (-2.716, -4.173, -3.024)
H (-2.474, 1.444, -1.948)
C (0.679, 0.992, -2.803)
N (0.231, 1.817, 1.316)
C (2.426, 2.496, -3.856)
B (-2.142, -2.875, -0.627)
C (-3.977, -1.452, -1.864)
C (3.338, 3.531, -3.712)
N (-2.083, -0.524, -1.313)
H (-3.062, -3.927, 1.858)
C (2.738, 3.607, -1.423)
C (-2.074, -2.277, 3.025)
C (2.005, 1.514, 2.556)
H (0.836, 3.411, 2.576)
C (-1.356, -1.220, 2.473)
H (-4.834, -6.477, -0.101)
C (-3.153, -4.614, -2.150)
C (1.714, 2.078, -2.740)
C (-4.227, -5.775, -0.635)
N (-2.761, -1.664, -1.349)
C (-4.069, -0.110, -2.201)
H (-0.875, -0.417, 3.007)
N (0.665, 0.582, 1.035)
H (-4.901, 0.397, -2.644)
H (-0.462, -5.075, -1.539)
C (-3.987, -5.692, -2.016)
N (-2.926, -4.107, -0.906)
C (1.332, -3.750, -1.643)
N (-0.677, -3.020, -1.101)
N (0.152, -1.980, -1.018)
H (2.143, -4.382, -1.941)
C (3.505, 4.112, -2.465)
C (1.010, 2.412, 2.232)
C (-2.481, -3.029, 1.942)
H (2.811, 1.661, 3.244)

Its spin multiplicity is 3. The LUMO energy (alpha / beta) comes out at -3.152 / -2.745 eV. The calculation puts the relative energy (zero: lowest compared OMol25 entry of this formula, charge and spin) at 0.748 eV. As for the expectation value of S²: 2.009. As for the total charge: +1. The HOMO-LUMO gap (alpha / beta) comes out at 8.2058 / 9.0956 eV. As for the highest occupied orbital energy (alpha / beta): -11.36 / -11.84 eV.

Record 2
A molecular structure, C21H19BrF3NO3Pb. Source: the Open Molecules 2025 dataset; level of theory: wB97M-V/def2-TZVPD.

CARTESIAN COORDINATES (ANGSTROEM)
H (-0.990, 3.859, 1.324)
C (1.676, -4.677, -1.077)
H (2.722, 1.441, 3.580)
C (1.493, 3.166, 3.561)
H (-3.818, 1.506, -0.826)
H (-2.864, -3.267, -1.760)
H (3.670, -0.836, 1.074)
C (1.811, 0.065, 1.446)
F (2.559, -0.060, -2.657)
C (-3.398, -0.422, 0.024)
C (-0.875, 5.871, 2.947)
Br (2.130, -6.760, -2.946)
C (1.333, 1.360, 1.951)
H (1.960, 3.597, 4.437)
C (-3.588, 0.469, -1.030)
H (-3.024, -2.470, 0.581)
C (-3.499, 0.019, -2.343)
O (1.197, -0.580, 0.581)
C (0.361, -3.055, -2.815)
O (-0.405, 1.626, 0.330)
H (-3.665, 0.706, -3.162)
H (-1.830, 5.346, 2.989)
O (0.165, 5.055, 3.508)
H (-3.190, -1.675, -3.630)
H (2.828, -1.476, 2.474)
C (1.490, -5.100, -2.387)
H (-0.629, 6.142, 1.919)
F (2.150, 1.805, -1.616)
H (-0.170, -2.386, -3.486)
C (1.918, 1.937, 3.058)
Pb (-0.564, -0.448, -1.021)
C (-0.183, 3.361, 1.841)
C (-3.227, -1.324, -2.606)
C (1.691, 0.893, -2.434)
F (1.196, 1.397, -3.531)
C (-3.045, -2.219, -1.557)
C (0.820, -4.269, -3.278)
C (0.439, 3.897, 2.936)
H (1.327, -3.071, 0.300)
H (0.660, -4.562, -4.306)
C (3.080, -0.554, 1.947)
N (0.538, -2.634, -1.555)
C (0.212, 2.084, 1.316)
H (3.688, 0.071, 2.590)
H (-0.913, 6.760, 3.565)
H (-3.493, -0.081, 1.047)
H (2.193, -5.299, -0.360)
C (-3.127, -1.769, -0.237)
C (1.190, -3.441, -0.707)

The LUMO energy (alpha / beta) comes out at -7.901 / -8.788 eV. The calculation puts the relative energy (zero: lowest compared OMol25 entry of this formula, charge and spin) at 3.002 eV. As for the total charge: +2. The HOMO-LUMO gap (alpha / beta) comes out at 7.0329 / 6.1433 eV. As for the highest occupied orbital energy (alpha / beta): -14.93 / -14.93 eV.

Record 3
A molecular structure, C21H19BrN3O2Se3Te2Ti in a non-equilibrium geometry. Source: the Open Molecules 2025 dataset; level of theory: wB97M-V/def2-TZVPD.

CARTESIAN COORDINATES (ANGSTROEM)
H (1.768, 1.557, 6.630)
N (0.196, -1.230, -2.149)
C (-1.050, -1.326, 2.383)
Te (3.557, 2.108, -1.434)
H (-1.685, -0.524, -3.559)
H (1.853, -5.392, -2.647)
Se (0.543, 1.503, -3.900)
H (-0.302, -1.021, 4.881)
N (-2.020, 1.012, -2.232)
C (1.001, 0.831, 6.369)
H (-1.279, -2.032, 3.179)
Br (-2.457, 3.398, -0.851)
H (1.995, 3.111, 1.390)
H (1.552, 4.045, 2.815)
C (2.227, -1.570, -3.511)
C (1.183, 3.325, 2.086)
H (-4.053, -1.193, -3.751)
C (1.041, 1.977, 4.136)
H (1.330, -0.164, 6.667)
C (-0.322, -0.140, 2.948)
Ti (0.277, 0.763, -1.516)
H (2.338, -0.529, -3.769)
C (0.682, 0.879, 4.907)
H (-1.982, -1.036, 1.897)
C (-3.776, -0.358, -3.123)
H (-5.779, 0.133, -2.507)
H (-5.025, 2.142, -1.234)
C (3.120, -2.500, -3.958)
C (-2.962, 1.765, -1.651)
C (-2.451, -0.002, -3.001)
C (-0.007, -0.161, 4.291)
C (-4.729, 0.382, -2.443)
C (1.974, -4.346, -2.889)
H (1.568, 2.799, 4.604)
Se (2.530, 0.017, -0.486)
O (-0.753, 0.056, 0.072)
C (3.002, -3.882, -3.643)
H (3.748, -4.568, -4.022)
C (-0.184, 0.991, 0.743)
Se (-0.910, -2.314, -1.238)
C (0.064, 0.983, 2.166)
C (1.153, -2.005, -2.703)
H (-0.439, -1.841, 1.643)
C (1.019, -3.413, -2.405)
O (0.239, 1.924, -0.036)
Te (1.372, 3.346, -2.467)
N (-0.022, -3.734, -1.651)
C (0.748, 2.068, 2.786)
C (-4.319, 1.486, -1.720)
H (3.947, -2.172, -4.574)
H (0.371, 3.784, 1.527)
H (0.107, 1.068, 6.951)

The LUMO energy comes out at -4.389 eV. The calculation puts the relative energy (zero: lowest compared OMol25 entry of this formula, charge and spin) at 0.464 eV. As for the total charge: +1. The HOMO-LUMO gap comes out at 5.7850 eV. As for the highest occupied orbital energy: -10.17 eV.

Record 4
2 unconnected molecules or ions with the total composition C21H19Cl2FNO3P in a non-equilibrium geometry. Source: the Open Molecules 2025 dataset; level of theory: wB97M-V/def2-TZVPD.

CARTESIAN COORDINATES (ANGSTROEM)
H (-2.716, -1.350, -2.846)
O (-3.752, -6.761, 1.190)
C (-3.387, -6.146, 4.267)
H (4.164, -2.287, -1.384)
H (-4.392, -1.585, -2.316)
C (-3.219, -3.434, -2.502)
C (-1.743, -8.804, 1.432)
C (2.573, -5.522, -2.652)
Cl (1.326, -2.068, -1.665)
H (-4.205, -6.732, 3.836)
C (4.596, -4.370, -2.024)
H (-0.721, -4.326, 3.200)
C (-1.396, -4.405, 5.229)
C (-2.308, -4.563, -0.592)
H (5.686, -4.316, -1.992)
Cl (1.687, -6.909, -3.125)
C (-2.299, -4.510, 0.938)
H (4.455, -6.508, -2.602)
H (2.063, -8.204, 1.197)
O (-2.901, -3.469, -1.086)
C (3.793, -3.255, -1.724)
C (-2.356, -5.703, 3.435)
C (-3.578, -2.018, -2.910)
H (-2.371, -3.811, -3.090)
C (-3.362, -5.773, 5.614)
C (-0.920, -9.908, 1.246)
H (-2.822, -8.918, 1.474)
H (0.609, -6.378, 1.956)
H (-3.112, -3.898, 1.386)
C (2.413, -3.350, -2.015)
C (3.960, -5.560, -2.405)
H (-0.618, -3.718, 5.552)
C (-1.202, -7.511, 1.577)
H (1.116, -10.532, 0.861)
P (-2.449, -6.198, 1.686)
F (-1.130, -3.839, 1.331)
O (-1.755, -5.430, -1.236)
N (1.858, -4.401, -2.624)
H (-2.333, -4.635, 7.157)
H (-4.095, -4.079, -2.642)
H (-4.126, -6.157, 6.292)
H (-3.895, -2.040, -3.958)
C (0.183, -7.334, 1.644)
C (-1.405, -4.793, 3.893)
H (-1.335, -10.914, 1.260)
C (0.998, -8.413, 1.282)
C (-2.369, -4.911, 6.100)
C (0.455, -9.694, 1.092)

The LUMO energy comes out at 0.430 eV. The calculation puts the relative energy (zero: lowest compared OMol25 entry of this formula, charge and spin) at 0.000 eV. As for the total charge: 0. The HOMO-LUMO gap comes out at 9.6369 eV. As for the highest occupied orbital energy: -9.21 eV. As for the SMILES: CCOC(=O)[C@H](F)P(=O)(c1ccccc1)c1ccccc1.Clc1cccc(Cl)n1.

Record 5
A molecular structure, C21H19Cl48N2O6S2 in a non-equilibrium geometry. Source: the Open Molecules 2025 dataset; level of theory: wB97M-V/def2-TZVPD.

CARTESIAN COORDINATES (ANGSTROEM)
Cl (-3.831, 3.475, -5.350)
Cl (2.070, -3.496, 4.666)
C (1.437, -0.092, -0.620)
C (3.242, -2.611, -1.420)
H (-1.448, -4.166, -3.938)
C (2.680, -4.505, 5.978)
Cl (-4.220, 3.259, 3.066)
Cl (2.169, 9.127, 5.354)
Cl (-6.271, 1.791, -5.107)
O (4.479, -0.647, -0.874)
Cl (2.749, 3.662, -6.937)
Cl (-8.943, 2.522, -5.911)
Cl (7.220, -4.286, 3.028)
H (-0.331, 0.962, -0.300)
O (-4.140, -0.928, 0.252)
Cl (1.866, 11.517, 3.771)
C (6.154, -3.735, 1.729)
H (3.701, -3.090, -0.564)
C (0.455, 0.969, -1.050)
H (0.861, -0.992, -0.394)
Cl (-3.539, 6.357, 3.009)
C (-3.027, -2.747, -1.226)
Cl (-4.003, 10.604, 9.228)
C (-2.281, 4.282, -5.514)
C (2.724, 4.361, -5.312)
Cl (2.196, 3.142, -4.156)
H (-0.537, -0.393, -2.365)
Cl (-2.321, 5.448, -6.852)
C (3.425, -1.124, -1.284)
Cl (4.478, -3.824, 2.280)
C (4.340, -4.825, -5.444)
O (2.379, -0.346, -1.676)
H (0.602, 0.654, -3.178)
H (-1.521, -2.245, -2.623)
H (-1.585, -4.777, -2.268)
Cl (1.608, 5.729, -5.281)
N (-3.026, -0.197, -1.896)
H (-3.113, -5.726, -4.068)
Cl (5.213, -4.090, -6.793)
H (1.948, 0.207, 0.295)
H (0.896, 1.965, -1.038)
Cl (-1.032, 3.071, -5.833)
C (-4.245, 1.551, 3.532)
Cl (4.349, 4.916, -4.888)
Cl (-3.663, 7.297, 5.733)
H (2.200, -2.904, -1.504)
H (-4.062, -3.062, -1.211)
Cl (6.141, -7.889, 1.909)
H (-2.415, -3.379, -0.592)
H (-3.911, -4.345, -3.983)
O (-2.474, 1.896, -0.473)
C (-7.439, 1.739, -6.418)
Cl (8.900, -7.581, 2.724)
C (-4.080, 11.471, 7.691)
Cl (1.871, -9.192, 4.998)
Cl (2.321, -6.202, 5.634)
C (1.708, 10.829, 5.390)
Cl (-3.071, 0.669, 2.593)
Cl (8.261, -8.181, -0.021)
O (-1.682, -0.990, 0.150)
C (-2.099, -4.246, -3.063)
Cl (-6.788, 2.587, -7.829)
Cl (-1.615, 5.426, 4.938)
C (-2.442, -2.822, -2.642)
Cl (7.885, -10.182, 2.021)
S (-2.750, 1.379, -1.793)
Cl (-7.776, 0.057, -6.852)
Cl (4.429, -4.294, 6.117)
H (-3.114, -2.376, -3.366)
Cl (-1.904, 5.132, -4.012)
Cl (-0.265, -11.108, 5.286)
C (0.920, -10.130, 6.155)
Cl (6.547, -2.076, 1.296)
C (-0.161, 0.625, -2.399)
N (-3.329, -4.966, -3.438)
O (-3.793, 2.093, -2.506)
Cl (-3.868, 1.428, 5.270)
Cl (-1.520, 8.158, 4.012)
Cl (-3.406, 10.459, 6.414)
Cl (3.780, -6.434, -5.914)
Cl (1.905, -4.035, 7.494)
H (3.738, -2.950, -2.322)
S (-2.952, -1.071, -0.555)
Cl (2.954, -3.818, -5.022)
H (-1.620, 1.314, -3.808)
C (7.795, -8.453, 1.662)
Cl (0.033, 10.973, 5.928)
Cl (-5.763, 11.853, 7.315)
Cl (-3.150, 12.971, 7.815)
C (-1.288, 1.559, -2.805)
C (-2.585, 6.803, 4.420)
Cl (0.087, -9.030, 7.255)
Cl (-5.863, 0.894, 3.248)
H (-0.983, 2.601, -2.819)
Cl (6.352, -4.779, 0.314)
Cl (2.764, 11.705, 6.507)
Cl (1.995, -11.187, 7.077)
Cl (5.417, -4.958, -4.051)

The LUMO energy comes out at 1.159 eV. As for the total charge: -1. The HOMO-LUMO gap comes out at 7.2962 eV. As for the highest occupied orbital energy: -6.14 eV.

Record 6
A molecular structure, C21H19ClIrN9O3S2. Source: the Open Molecules 2025 dataset; level of theory: wB97M-V/def2-TZVPD.

CARTESIAN COORDINATES (ANGSTROEM)
C (0.850, -1.965, 2.345)
H (-2.682, -4.246, -0.935)
N (1.599, 1.022, 0.221)
C (-2.926, 0.938, 2.627)
N (0.107, 0.636, -1.939)
H (-5.014, -2.517, -4.923)
N (-1.507, 0.822, 0.806)
H (2.469, -3.188, 2.269)
C (3.100, 2.544, -0.832)
O (-1.185, -1.711, -0.922)
H (-1.507, -1.944, -5.085)
H (-3.383, 0.750, 3.585)
H (2.033, -2.467, 0.773)
C (-0.967, -1.278, 3.832)
H (-1.630, -1.124, 4.666)
C (-4.486, -2.886, -4.053)
C (1.983, 1.727, -0.873)
H (-1.465, 2.279, -1.353)
H (-2.964, -2.196, -6.066)
N (0.214, 1.463, -3.905)
C (-1.845, 0.353, 2.086)
N (0.047, -1.089, 1.768)
C (-2.465, -3.488, -2.944)
N (3.836, 2.664, 0.266)
C (3.463, 1.965, 1.325)
N (-2.247, 2.436, -0.748)
C (1.156, 1.507, -2.060)
N (1.967, -2.464, 1.782)
H (4.063, 2.056, 2.222)
H (3.398, 3.103, -1.711)
C (-0.171, -2.441, -1.187)
C (-3.103, -3.002, -4.085)
C (-5.204, -3.251, -2.924)
Cl (-6.926, -3.085, -2.920)
H (0.698, -4.041, -2.258)
Ir (0.006, -0.254, -0.104)
C (-4.558, -3.747, -1.808)
H (-1.844, -3.522, -5.750)
H (0.056, 1.685, -4.879)
S (0.364, -2.369, 3.945)
O (-1.083, -3.584, -3.061)
N (1.246, 2.029, -3.252)
C (-3.175, -3.863, -1.818)
H (-0.661, -4.521, -1.233)
H (-2.874, 3.192, -0.961)
O (0.969, -1.944, -0.834)
C (-0.294, -3.751, -1.917)
C (-0.979, -0.684, 2.626)
C (-2.336, 1.773, 0.416)
C (2.344, 1.138, 1.317)
C (-0.476, 0.628, -3.129)
H (-1.329, 0.039, -3.430)
C (-2.317, -2.641, -5.313)
H (-5.127, -4.045, -0.939)
H (2.040, 0.578, 2.190)
S (-3.576, 2.118, 1.556)

The LUMO energy comes out at -6.578 eV. The calculation puts the relative energy (zero: lowest compared OMol25 entry of this formula, charge and spin) at 0.106 eV. As for the total charge: +2. The HOMO-LUMO gap comes out at 6.1918 eV. As for the highest occupied orbital energy: -12.77 eV.

Which value of total charge does entry 5 give?
-1

Which of these has the lowest total charge?
C21H19Cl48N2O6S2

What is the total charge in the third record?
+1